Record 1
A structure of composition C19H28N2O6PPdS2SiTe. Source: OMol25; level of theory: ωB97M-V with the def2-TZVPD basis set.

Structure (XYZ):
```
61
Properties=species:S:1:pos:R:3:forces:R:3
Pd 0.226 -0.156 -0.125 -0.434 0.692 0.253
O 4.119 2.106 -0.105 -0.065 -0.076 -0.046
S 3.752 0.718 -0.120 -0.086 0.013 0.327
O 3.823 0.022 -1.379 -0.016 -0.045 -0.171
N 2.278 0.476 0.574 0.305 0.160 -0.219
C 2.353 -0.062 1.784 0.534 -0.120 -0.046
S 1.001 -0.347 2.703 -0.129 -0.117 0.324
C 3.759 -0.446 2.161 -0.535 0.155 -0.020
C 4.197 -1.063 3.313 0.165 -0.153 0.181
C 5.554 -1.354 3.426 -0.132 0.026 -0.005
C 6.442 -1.023 2.406 0.059 0.002 -0.049
C 5.999 -0.390 1.249 -0.077 -0.044 0.048
C 4.647 -0.125 1.158 0.237 0.109 -0.192
H 3.489 -1.314 4.093 0.018 0.008 -0.014
H 5.925 -1.841 4.318 0.007 -0.001 -0.006
H 7.493 -1.257 2.516 -0.007 0.002 0.002
H 6.679 -0.118 0.453 0.009 0.000 0.012
O -0.133 2.062 -0.467 -0.375 -0.095 -0.096
N -0.750 2.798 0.420 0.201 -0.031 -0.015
C -1.791 3.562 0.036 -0.059 0.047 0.030
C -2.447 4.361 0.947 -0.005 -0.021 -0.067
C -2.033 4.383 2.269 -0.028 0.031 0.016
C -0.952 3.599 2.636 0.064 -0.070 -0.015
C -0.317 2.815 1.695 -0.008 0.014 0.116
H -2.038 3.481 -1.011 0.005 0.007 0.005
H -3.281 4.958 0.606 0.003 0.001 0.003
H -2.541 5.000 2.997 0.006 -0.003 -0.006
H -0.584 3.577 3.652 -0.007 0.002 -0.010
H 0.515 2.156 1.898 -0.009 0.012 -0.009
C -2.772 -0.057 1.532 0.050 0.093 0.270
Si -2.043 -0.549 -0.105 0.591 0.022 -0.434
C -2.439 -2.338 -0.418 -0.097 -0.245 -0.015
C -2.855 0.495 -1.433 -0.112 0.079 -0.143
H -3.856 -0.192 1.453 -0.004 0.025 0.067
H -2.576 0.989 1.778 -0.021 -0.016 0.016
H -2.398 -0.676 2.349 -0.013 0.015 -0.011
H -3.523 -2.479 -0.352 0.031 -0.028 -0.031
H -1.950 -2.982 0.313 -0.020 0.013 -0.026
H -2.112 -2.640 -1.417 -0.018 -0.013 0.011
H -3.266 1.415 -1.009 0.004 -0.018 -0.037
H -3.683 -0.068 -1.874 -0.008 0.057 -0.015
H -2.159 0.766 -2.227 -0.007 -0.011 0.009
C 0.620 -6.205 -2.102 -0.003 -0.043 0.005
C 0.378 -4.741 -1.835 0.046 0.007 0.042
O 1.601 -4.176 -1.321 0.087 0.118 -0.121
P 1.570 -2.692 -0.724 -0.308 -0.593 0.196
O 0.505 -2.537 0.298 -0.007 -0.124 -0.060
Te 1.175 -1.101 -2.549 0.121 -0.083 0.037
O 3.033 -2.524 -0.204 0.039 0.171 -0.071
C 3.975 -3.569 0.135 0.038 0.067 -0.002
C 4.928 -3.782 -1.015 0.039 -0.040 -0.027
H -0.290 -6.664 -2.492 0.010 0.002 0.002
H 0.899 -6.719 -1.182 -0.007 -0.003 -0.006
H 1.417 -6.341 -2.833 -0.005 0.013 0.003
H -0.415 -4.587 -1.103 -0.007 -0.006 0.013
H 0.113 -4.214 -2.756 -0.001 0.028 -0.010
H 3.439 -4.480 0.395 -0.062 0.012 -0.025
H 4.486 -3.196 1.021 0.017 -0.019 0.014
H 4.382 -4.063 -1.915 0.004 -0.020 0.014
H 5.626 -4.585 -0.769 0.008 0.027 -0.001
H 5.493 -2.872 -1.218 -0.025 0.009 0.001
```
Positions in Å, forces in eV/Å.

## Properties
HOMO-LUMO gap (spin up / spin down), eV: 7.01 / 4.97
⟨S²⟩: 0.756
E, a.u.: -3124.90374
E_LUMO (spin up / spin down), eV: -0.071 / -2.020
HOMO (spin up / spin down), eV: -7.0785 / -6.9934
Energy above the lowest of the compared OMol25 structures with the same formula, charge and spin, kcal/mol: 34.0
Net charge: 0
2S+1: 2

The Mulliken scheme yields these atomic charges, measured in e: atom 1 (Pd): 0.42, atom 2 (O): -0.72, atom 3 (S): 0.99, atom 4 (O): -0.64, atom 5 (N): -0.63, atom 6 (C): 0.51, atom 7 (S): -0.39, atom 8 (C): 0.26, atom 9 (C): -0.58, atom 10 (C): -0.59, atom 11 (C): -0.53, atom 12 (C): -0.65, atom 13 (C): 0.24, atom 14 (H): 0.48, atom 15 (H): 0.40, atom 16 (H): 0.40, atom 17 (H): 0.52, atom 18 (O): -0.79, atom 19 (N): 0.75, atom 20 (C): -0.28, atom 21 (C): -0.76, atom 22 (C): -0.20, atom 23 (C): -0.79, atom 24 (C): -0.09, atom 25 (H): 0.57, atom 26 (H): 0.41, atom 27 (H): 0.42, atom 28 (H): 0.44, atom 29 (H): 0.23, atom 30 (C): -0.99, atom 31 (Si): 0.77, atom 32 (C): -1.07, atom 33 (C): -1.12, atom 34 (H): 0.38, atom 35 (H): 0.18, atom 36 (H): 0.25, atom 37 (H): 0.48, atom 38 (H): 0.23, atom 39 (H): 0.20, atom 40 (H): 0.29, atom 41 (H): 0.44, atom 42 (H): 0.29, atom 43 (C): -1.42, atom 44 (C): 0.08, atom 45 (O): -0.25, atom 46 (P): 0.65, atom 47 (O): -0.61, atom 48 (Te): -0.05, atom 49 (O): 0.10, atom 50 (C): -0.08, atom 51 (C): -1.20, atom 52 (H): 0.42, atom 53 (H): 0.33, atom 54 (H): 0.33, atom 55 (H): 0.14, atom 56 (H): 0.28, atom 57 (H): 0.34, atom 58 (H): 0.22, atom 59 (H): 0.30, atom 60 (H): 0.43, atom 61 (H): 0.26

=====

Record 2
An isolated molecule of C19H28N2O6S. Source: OMol25; level of theory: ωB97M-V with the def2-TZVPD basis set.

Structure (XYZ):
```
56
Properties=species:S:1:pos:R:3:forces:R:3
C 0.366 3.273 -2.325 -0.293 -0.216 0.262
C -0.659 3.329 -1.204 0.363 0.469 0.016
H -0.177 3.515 -0.240 -0.142 0.031 -0.157
H -1.412 4.100 -1.396 0.091 -0.120 0.088
O -1.377 2.090 -1.127 -0.142 0.036 -0.397
C -1.185 1.311 -0.072 -0.169 -0.516 0.244
O -0.489 1.588 0.874 0.099 0.094 0.097
C -1.924 -0.009 -0.203 -0.066 0.272 0.122
C -2.122 -0.658 1.170 0.157 -0.048 -0.123
H -2.564 0.069 1.852 0.018 0.024 0.035
H -1.154 -0.943 1.578 -0.093 0.046 0.050
C -3.052 -1.880 1.031 0.053 0.077 0.399
N -3.118 -2.314 -0.344 -0.125 0.107 -0.080
C -2.526 -3.389 -0.895 0.040 -0.194 0.174
O -2.637 -3.657 -2.079 0.117 -0.265 -0.216
C -1.727 -4.343 0.006 -0.039 -0.278 -0.256
O -0.833 -3.765 0.933 0.128 0.104 0.155
C 0.150 -2.939 0.489 0.325 0.232 0.066
C 0.361 -2.591 -0.843 -0.040 -0.236 0.056
C 1.327 -1.646 -1.154 0.027 0.059 -0.049
C 2.084 -1.069 -0.155 0.326 0.567 -0.100
C 1.926 -1.453 1.163 -0.102 -0.136 0.168
C 0.962 -2.385 1.486 -0.105 -0.194 -0.164
H 0.799 -2.691 2.507 -0.016 -0.004 0.123
H 2.547 -1.008 1.922 0.021 0.023 0.137
S 3.269 0.178 -0.627 0.284 -0.062 0.274
O 2.612 1.060 -1.559 -0.081 -0.192 0.265
O 4.485 -0.454 -1.052 0.070 -0.059 0.186
N 3.608 0.938 0.812 -0.058 -0.594 -0.722
H 4.599 1.106 0.897 0.265 -0.164 -0.130
C 2.777 2.064 1.207 -0.383 0.429 0.152
C 2.832 2.222 2.724 -0.128 -0.167 -0.365
H 2.527 1.300 3.211 -0.031 -0.097 0.109
H 2.158 3.015 3.034 -0.037 0.114 0.075
H 3.842 2.470 3.044 0.127 0.054 0.080
C 3.196 3.349 0.496 -0.181 -0.262 -0.021
H 3.164 3.197 -0.579 0.021 0.097 -0.075
H 2.523 4.162 0.758 -0.045 0.142 0.046
H 4.208 3.628 0.785 0.118 0.069 0.049
H 1.760 1.795 0.911 0.007 0.161 0.112
H 1.487 -1.335 -2.174 -0.082 -0.023 -0.179
H -0.220 -3.033 -1.636 -0.073 -0.044 -0.103
H -2.427 -4.927 0.613 0.089 0.064 -0.104
H -1.200 -5.030 -0.668 -0.117 0.172 0.072
C -3.761 -1.349 -1.221 -0.126 0.052 -0.342
C -3.277 0.077 -0.910 0.190 -0.057 -0.034
H -3.985 0.591 -0.258 -0.022 0.080 0.010
H -3.191 0.648 -1.833 -0.099 -0.004 0.035
H -3.507 -1.637 -2.243 -0.090 0.075 0.156
H -4.847 -1.423 -1.103 0.045 -0.015 -0.066
H -2.719 -2.693 1.673 -0.117 0.068 -0.022
H -4.071 -1.609 1.327 0.057 -0.070 0.024
H -1.258 -0.638 -0.809 -0.073 0.080 0.058
H 0.870 4.233 -2.398 0.073 0.132 -0.034
H 1.105 2.499 -2.130 -0.018 0.067 -0.020
H -0.126 3.060 -3.270 -0.020 0.021 -0.134
```
Positions in Å, forces in eV/Å.

## Properties
SMILES string: CCOC(=O)C1CCN(C(=O)COc2ccc(S(=O)(=O)NC(C)C)cc2)CC1
HOMO-LUMO gap, eV: 9.72
E, a.u.: -1699.96450
E_LUMO, eV: 0.645
HOMO, eV: -9.0791
Energy above the lowest of the compared OMol25 structures with the same formula, charge and spin, kcal/mol: 30.0
Net charge: 0
2S+1: 1

The Mulliken scheme yields these atomic charges, measured in e: atom 1 (C): -0.81, atom 2 (C): -0.27, atom 3 (H): 0.27, atom 4 (H): 0.34, atom 5 (O): -0.36, atom 6 (C): -0.28, atom 7 (O): -0.71, atom 8 (C): 1.94, atom 9 (C): -0.47, atom 10 (H): 0.67, atom 11 (H): -0.05, atom 12 (C): -1.15, atom 13 (N): 0.16, atom 14 (C): 0.86, atom 15 (O): -0.68, atom 16 (C): -0.71, atom 17 (O): -0.49, atom 18 (C): 0.65, atom 19 (C): -0.72, atom 20 (C): -0.65, atom 21 (C): 0.04, atom 22 (C): -0.11, atom 23 (C): -0.89, atom 24 (H): 0.44, atom 25 (H): 0.52, atom 26 (S): 1.31, atom 27 (O): -0.69, atom 28 (O): -0.76, atom 29 (N): -0.36, atom 30 (H): 0.33, atom 31 (C): 1.86, atom 32 (C): -1.66, atom 33 (H): 0.37, atom 34 (H): 0.38, atom 35 (H): 0.40, atom 36 (C): -1.58, atom 37 (H): 0.34, atom 38 (H): 0.39, atom 39 (H): 0.41, atom 40 (H): -0.68, atom 41 (H): 0.44, atom 42 (H): 0.50, atom 43 (H): 0.36, atom 44 (H): 0.37, atom 45 (C): -1.08, atom 46 (C): -0.82, atom 47 (H): 0.40, atom 48 (H): 0.31, atom 49 (H): 0.45, atom 50 (H): 0.28, atom 51 (H): 0.41, atom 52 (H): 0.41, atom 53 (H): -0.46, atom 54 (H): 0.39, atom 55 (H): 0.04, atom 56 (H): 0.37